Density functional theory data (ωB97M-V/def2-TZVPD) for a structure of composition C3H7NO2.

Atoms and positions in Å:
H: -2.7588 -1.3082 -0.4760
O: 1.6494 -0.5236 0.0762
H: 0.4367 2.1448 -0.2618
O: 2.2333 0.3756 -0.8875
H: 2.9677 0.7381 -0.3719
C: -0.8490 -0.3611 -0.4550
H: -1.6268 -1.7968 0.8913
H: -1.0776 0.2907 -1.2952
C: 0.0970 0.5666 0.8087
H: 0.4414 -0.7242 -0.4325
C: -1.7879 -1.2047 -0.0045
H: 0.0110 0.0176 1.7360
N: 0.2636 1.7852 0.6721

- HOMO-LUMO gap (eV) = 8.49
- total charge = 0
- max |F| (eV Å⁻¹) = 2.02
- relative energy (zero: lowest compared OMol25 entry of this formula, charge and spin) (kcal/mol) = 194.55
- lowest unoccupied orbital energy (Eh) = -0.01476


Density functional theory data (ωB97M-V/def2-TZVPD) for a structure of composition C30H36IN2O6TeW.

Atoms and positions in Å:
C: -5.0473 1.6312 -0.0451
H: -2.4821 -1.4696 3.8216
C: -0.1720 0.8984 -5.4634
C: 1.0295 -3.7400 2.8770
H: -2.7542 -1.2707 -5.2713
C: 3.8984 -0.2033 -0.0496
C: -2.0465 -0.5026 -4.9946
H: -0.9764 5.1420 -1.0866
H: 0.3561 2.2084 -3.8541
H: 2.5468 0.5344 3.5981
C: -1.2609 5.0980 -2.1390
C: 0.2853 -5.8113 5.9786
C: -0.3145 1.4380 -4.2018
C: -0.1836 -3.0194 2.7690
H: -3.3436 5.5141 -1.7894
N: -2.9448 0.9816 -1.2417
H: 4.1125 0.5301 1.9540
C: -2.5825 -2.5242 3.5540
H: 0.2412 6.4334 -2.8276
H: 6.0246 -0.1278 0.2163
H: 0.9641 -1.2797 -2.5766
H: 1.8386 -3.5591 0.8751
C: 2.1983 -0.3569 1.6851
O: 0.9798 2.8471 1.6636
H: 0.7356 4.7452 -2.8977
H: -3.0072 -2.5891 2.5489
H: -0.4164 5.3889 -4.0940
O: 0.4517 1.7609 -1.6147
H: -0.9693 -0.5402 -6.8528
C: -0.1052 5.4235 -3.0506
H: 1.1467 -2.8543 -1.8173
H: 0.2781 -5.2741 6.9295
C: -3.6840 1.8773 -0.5601
C: 1.7464 -1.1917 -0.5850
H: 2.8166 -4.4959 2.0013
H: 5.3142 1.3375 -0.4492
C: 0.8619 -1.8165 -1.6323
C: 1.7975 -0.0847 3.1101
Te: -0.5562 -1.6095 1.3214
C: -2.1384 0.0833 -3.7485
C: -2.5217 5.8759 -2.4042
C: 0.5392 2.5016 0.6283
H: -5.3918 0.6351 -0.3040
H: -5.7182 2.3852 -0.4617
H: -0.5434 -6.5200 6.0062
C: 2.1778 -3.6207 1.9105
H: -2.8975 -0.2066 -3.0392
H: 0.8477 0.4522 3.1737
H: -0.1961 -1.8181 -1.3654
H: 5.5067 -0.0889 -1.4742
W: -1.4700 2.1465 -1.4027
H: -2.7937 5.8144 -3.4571
C: 1.3108 2.2269 -0.6749
O: -0.8062 2.3315 0.3880
C: 3.4553 0.0260 1.2551
H: -2.3447 6.9227 -2.1530
C: 0.1183 -4.8491 4.8471
C: -1.2653 -3.2480 3.6633
C: -1.0837 -4.1535 4.6850
H: -5.0423 1.7726 1.0371
I: 1.3401 1.5896 -6.7009
H: 2.0611 -5.2014 4.0230
H: 3.3551 -0.9690 -1.9706
N: -1.2814 1.0391 -3.3513
C: 5.2637 0.2472 -0.4685
H: 1.6991 -1.0046 3.6860
C: 1.1437 -4.6338 3.9259
H: 2.7926 -2.7416 2.1105
O: 2.4620 2.4328 -0.8433
O: -3.0990 3.0122 -0.3717
C: 3.0318 -0.8081 -0.9484
C: 1.3506 -0.9774 0.7406
O: -1.5985 3.6372 -2.3969
C: -1.0548 -0.0963 -5.8699
H: -1.8958 -4.3337 5.3792
H: -3.3088 -2.9659 4.2324
H: 1.2184 -6.3645 5.9053

- HOMO-LUMO gap (alpha / beta) (eV) = 6.49 / 5.83
- total charge = +2
- multiplicity = 2
- max |F| (eV Å⁻¹) = 0.62
- relative energy (zero: lowest compared OMol25 entry of this formula, charge and spin) (kcal/mol) = 7.93
- lowest unoccupied orbital energy (alpha / beta) (Eh) = -0.26392 / -0.29867


Density functional theory data (ωB97M-V/def2-TZVPD) for a structure of composition C17H17BrCaN8O6S2.

Atoms and positions in Å:
C: 3.4774 -3.2298 -1.2719
C: 2.5144 -3.5541 -0.1561
C: 6.3229 1.1860 -0.3305
C: 2.8568 -0.1690 0.2746
H: -1.1177 2.4374 1.6867
C: 3.4681 -2.4896 -3.5873
H: -2.6584 3.3459 1.6196
Ca: 0.5482 -1.1195 -0.0980
N: -2.0173 -1.5995 -0.6658
H: 6.6229 -2.9388 -2.4254
C: 4.8567 -2.5266 -3.5668
N: -2.6592 -0.4059 -0.3012
O: 2.2118 -0.6030 1.2772
H: 3.8712 0.6775 2.6088
O: -0.6912 0.7180 -0.0343
H: 5.3760 -3.5897 -0.3609
C: 4.1993 0.4516 0.5062
Br: 6.2969 1.9552 3.7415
H: 7.0169 1.3179 -1.1505
H: -2.4730 -2.3855 -0.2207
O: 0.6101 -4.1075 -2.8699
C: -1.9078 0.6581 0.0732
C: 2.8236 -2.8325 -2.4192
C: 5.5408 -2.9157 -2.4157
S: 1.1126 -2.9878 -2.1296
C: 4.5590 0.8381 1.7909
H: 4.7629 0.3156 -1.5452
C: -1.9341 2.7708 1.0536
S: 2.9984 -4.1375 1.2988
O: 0.3565 -1.7378 -2.2986
N: -0.6796 -0.4575 2.6594
H: -2.0097 -1.7095 -1.6748
H: -1.5460 3.3568 0.2241
O: 2.4222 -0.2687 -0.9130
N: -0.0224 -1.9424 4.1595
N: -0.2174 -2.4741 2.9857
N: -0.2115 -3.8526 2.7666
H: 0.4974 -4.0240 2.0400
C: 4.8584 -3.2794 -1.2604
O: -2.6650 1.6328 0.5504
H: 7.6598 2.0331 1.1310
C: 5.0749 0.6246 -0.5565
H: -0.2939 0.0984 4.6785
C: 6.6919 1.5876 0.9470
H: -3.6621 -0.3421 -0.2391
H: 2.9238 -2.1941 -4.4736
N: -0.5943 -1.6351 2.0572
N: 1.2232 -3.2868 -0.5187
H: 5.4109 -2.2540 -4.4557
C: -0.3244 -0.6662 3.9222
C: 5.8010 1.4102 1.9936
H: 0.1677 -4.2298 3.6312

- HOMO-LUMO gap (eV) = 8.38
- total charge = 0
- max |F| (eV Å⁻¹) = 1.27
- relative energy (zero: lowest compared OMol25 entry of this formula, charge and spin) (kcal/mol) = 22.35
- lowest unoccupied orbital energy (Eh) = -0.00326


Density functional theory data (ωB97M-V/def2-TZVPD) for the molecule CN2O3S.

Atoms and positions in Å:
C: -0.2492 -1.9275 -0.4250
O: -0.0068 0.6436 0.0056
O: 0.7303 -1.4697 0.2415
S: -0.4613 2.1813 -0.1391
O: 0.2455 3.1231 0.6783
N: 0.8492 -0.1567 0.6621
N: -1.1077 -2.3942 -1.0235

- HOMO-LUMO gap (alpha / beta) (eV) = 8.67 / 8.35
- total charge = 0
- max |F| (eV Å⁻¹) = 2.68
- relative energy (zero: lowest compared OMol25 entry of this formula, charge and spin) (kcal/mol) = 56.82
- lowest unoccupied orbital energy (alpha / beta) (Eh) = -0.05674 / -0.04510


Density functional theory data (ωB97M-V/def2-TZVPD) for a cluster of 2 separate species, C3H5N2O2 in total.

Atoms and positions in Å:
N: -1.2355 2.0167 -0.0924
N: -1.7852 -0.0406 0.3033
C: 0.2902 -1.2423 -0.0085
H: -1.4471 2.9059 -0.4339
H: 0.8095 -1.4618 -0.8701
H: -0.5483 -1.9479 0.1721
O: -2.2832 1.1439 0.1576
C: -0.1561 1.2543 -0.3224
C: -0.5014 -0.0312 -0.0282
O: -3.0752 -1.6210 0.0301
H: 0.7701 1.6230 -0.8088
H: 1.1257 -1.0787 0.8000

- HOMO-LUMO gap (alpha / beta) (eV) = 9.22 / 8.94
- total charge = +1
- max |F| (eV Å⁻¹) = 4.28
- relative energy (zero: lowest compared OMol25 entry of this formula, charge and spin) (kcal/mol) = 203.10
- lowest unoccupied orbital energy (alpha / beta) (Eh) = -0.23757 / -0.24838


Density functional theory data (ωB97M-V/def2-TZVPD) for a structure of composition C4H12AlO2.

Atoms and positions in Å:
H: 1.0706 1.7403 3.8926
H: 0.3614 -2.4290 -1.4729
H: 0.8136 4.2100 3.4606
H: -0.8196 2.0370 2.8785
C: 1.1045 2.1588 2.8888
O: -0.0838 2.0225 2.2242
H: 2.5850 3.7744 3.1686
H: -1.2185 -1.5926 -3.6662
H: -2.4259 -3.3883 -2.2275
H: 1.9568 1.6864 2.3201
H: -1.0298 -4.4879 -2.3001
H: 0.2082 -2.6766 -3.6864
C: 1.5549 3.7184 2.7969
H: 1.4907 4.1726 1.8082
Al: -1.1950 0.9006 -0.4731
H: -1.8305 -3.9941 -3.8344
O: -0.3074 -1.8268 -1.8692
C: -1.5454 -3.6743 -2.8106
C: -0.6898 -2.3514 -3.0982

- HOMO-LUMO gap (eV) = 2.00
- total charge = +3
- max |F| (eV Å⁻¹) = 1.68
- relative energy (zero: lowest compared OMol25 entry of this formula, charge and spin) (kcal/mol) = 13.78
- lowest unoccupied orbital energy (Eh) = -0.68478


Density functional theory data (ωB97M-V/def2-TZVPD) for a cluster of 6 separate species, C18H46N2O12 in total.

Atoms and positions in Å:
C: 3.4999 3.5848 -2.1666
C: -0.0856 0.1439 2.7193
H: -3.4935 1.9707 4.0271
H: -2.9995 -1.4433 0.1865
H: -0.3282 -3.8623 3.3463
O: -0.6767 -1.1223 2.4561
H: 3.6887 2.6242 -2.6458
C: -0.9561 3.2184 2.3226
C: 0.9100 0.5408 -0.2950
H: -4.9140 2.0095 2.9011
H: -2.2952 -1.6911 3.7054
C: 4.4025 -1.2479 -1.8515
C: -2.2538 3.0846 1.4514
H: -3.3227 -4.8607 2.9802
C: -1.3295 -3.4321 3.3706
C: 1.3998 2.6638 2.2808
H: 0.5074 1.0651 -4.8743
H: 0.6375 0.2676 3.5256
H: 0.4320 0.4220 1.8012
O: -1.9161 -3.6355 2.1126
H: 1.8449 2.2063 3.1643
O: 2.5823 0.9711 -4.3422
C: 1.3125 1.6086 -4.3797
H: -2.4804 0.2366 0.4760
O: 1.8571 4.1477 -3.6243
C: -1.1946 -3.0255 -0.4600
O: 3.3093 -0.4252 -1.5299
H: 1.8808 0.0451 -0.2860
N: 1.2844 1.9735 -0.6848
C: 2.5370 -0.3755 -3.9712
N: 2.7977 4.6096 -3.0641
O: -3.1450 2.0621 1.8862
C: -1.9254 -4.9471 -1.6398
H: 0.8425 1.7760 -3.4106
H: 1.9694 2.3865 1.3938
H: -1.8250 -5.3366 -2.6529
H: 1.8199 -1.0396 -4.4539
H: 4.5107 3.9549 -1.9947
H: 0.5372 0.7027 0.7163
O: 0.7008 2.5209 -1.5646
H: -3.5436 -4.4562 1.2257
C: -2.8332 -4.6507 2.0292
C: -2.7547 -0.4923 -0.2866
H: -1.7576 -3.8177 4.2958
H: -1.9540 -3.0342 0.3220
H: -3.9544 3.4230 3.3228
H: -0.7497 -1.6802 4.4732
H: 1.5000 0.0078 -2.0043
H: 1.9277 -1.5759 -2.3528
C: 2.3095 -0.5608 -2.4620
H: 2.9802 3.4594 -1.2167
H: 3.5338 -0.7447 -4.2124
H: -2.9015 -5.1106 -1.1830
H: -2.7751 4.0408 1.4063
O: -1.7246 -0.7024 -1.2428
H: -3.7204 -0.1765 -0.6815
H: 5.0721 -1.2921 -0.9925
O: 2.2714 2.3821 -0.0904
H: -2.3094 -5.5306 1.6559
C: -1.2401 -1.8961 3.5240
O: -0.0009 2.1928 2.0226
H: 1.5436 3.7418 2.3539
H: -0.2792 -1.0609 0.0899
C: -3.8996 2.3589 3.0930
H: -0.8475 0.8475 3.0547
H: -0.4517 -3.5519 0.1393
H: -0.6169 4.2172 2.0479
O: -1.5570 -3.5596 -1.7251
C: -0.7527 -1.5959 -0.7334
H: -1.1270 -5.4403 -1.0853
H: -1.1515 3.1440 3.3924
H: -1.9805 2.8692 0.4184
H: 0.1766 0.1639 -1.0079
H: -0.0331 -1.5882 -1.5520
H: 4.8969 -0.7841 -2.7050
O: 3.2214 5.7268 -3.0802
H: 4.0371 -2.1852 -2.2711
H: 1.3229 2.5593 -4.9127

- HOMO-LUMO gap (eV) = 9.64
- total charge = 0
- max |F| (eV Å⁻¹) = 5.65
- relative energy (zero: lowest compared OMol25 entry of this formula, charge and spin) (kcal/mol) = 141.11
- lowest unoccupied orbital energy (Eh) = 0.01491
- SMILES string = C[N+](=O)[O-].C[N+](=O)[O-].COCCOC.COCCOC.COCCOC.COCCOC


Density functional theory data (ωB97M-V/def2-TZVPD) for a cluster of 2 separate species, C4H10O in total.

Atoms and positions in Å:
H: 2.6295 0.1363 0.0033
H: -1.9816 -1.4640 0.4995
H: -1.8434 0.1402 -0.0940
H: 2.7717 -0.6847 -1.4926
H: 1.4154 -1.1473 -0.4784
C: -1.2846 0.0693 1.8253
H: 1.4109 0.9001 -2.4702
H: -3.2611 -0.4504 1.1081
C: -2.2059 -0.4227 0.7188
H: 1.0519 1.5966 -0.6120
C: 1.0974 0.7740 -1.3839
H: 0.0535 0.4029 -1.3776
C: 1.9924 -0.2902 -0.7811
O: -1.0766 -0.6040 2.8154
H: -0.7695 1.0439 1.7193

- HOMO-LUMO gap (alpha / beta) (eV) = 3.02 / 6.95
- total charge = -1
- multiplicity = 2
- max |F| (eV Å⁻¹) = 4.62
- relative energy (zero: lowest compared OMol25 entry of this formula, charge and spin) (kcal/mol) = 21.69
- lowest unoccupied orbital energy (alpha / beta) (Eh) = 0.15357 / 0.14525